The following is a DFT calculation (ωB97M-V/def2-TZVPD) of C22H37N2O6S2 as an isolated structure at a distorted geometry.

Atoms and positions in Å:
C1 4.93033 -1.74376 -0.20921
C2 5.26497 -0.37101 0.37567
C3 6.30336 0.25313 -0.58046
C4 5.98074 -0.56029 1.72164
C5 4.08442 0.61931 0.43237
C6 2.72265 0.14216 0.95987
C7 2.82065 -0.64913 2.26427
C8 1.90094 -0.64311 -0.11154
C9 1.87239 1.40579 1.26369
C10 0.72106 1.30501 2.05507
C11 -0.10038 2.39678 2.30753
C12 0.18620 3.64233 1.76207
O1 -0.63889 4.72939 1.95796
C13 -1.95325 4.51667 1.44836
C14 -2.01332 3.84182 0.08933
O2 -2.25512 2.46892 0.28645
C15 -2.65978 1.75679 -0.86532
C16 -3.81297 0.84744 -0.51611
S1 -3.29069 -0.64341 0.33615
O3 -4.15976 -1.69343 -0.15966
O4 -1.88957 -0.88437 0.08549
N1 -3.49466 -0.39425 1.90562
S2 -4.97094 -0.57233 2.46243
O5 -5.98641 0.11903 1.69379
O6 -5.28922 -1.90869 2.89082
C17 1.33184 3.76940 0.99044
C18 2.15697 2.66934 0.74344
H1 4.06674 -2.21274 0.25160
H2 5.77854 -2.42107 -0.13005
H3 4.69441 -1.62518 -1.26633
H4 7.13736 -0.43713 -0.69574
H5 6.66765 1.20804 -0.20926
H6 5.84748 0.37653 -1.56058
H7 6.98972 -0.91824 1.51352
H8 6.07319 0.35824 2.29628
H9 5.52470 -1.34029 2.32258
H10 3.96014 1.06390 -0.55264
H11 4.40950 1.42960 1.08657
H12 3.44212 -1.53078 2.14080
H13 3.21667 -0.04219 3.07429
H14 1.84584 -1.02823 2.54443
H15 2.51221 -0.87067 -0.97935
H16 1.49399 -1.54984 0.32396
H17 1.05820 -0.04566 -0.44176
H18 0.41493 0.36412 2.48198
H19 -0.99789 2.27593 2.89699
H20 -2.56950 3.93220 2.13270
H21 -2.42450 5.49228 1.36438
H22 -2.86486 4.26999 -0.45300
H23 -1.12091 4.03138 -0.51323
H24 -2.95898 2.40686 -1.69201
H25 -1.81475 1.16171 -1.21426
H26 -4.38711 0.53301 -1.38040
H27 -4.46482 1.37703 0.17253
H28 -4.84954 0.14368 3.60280
H29 1.54977 4.73718 0.55944
H30 3.01084 2.84391 0.10849
C19 -3.93268 -4.80253 -4.77779
C20 -3.65211 -4.63068 -3.28812
C21 -4.55098 -3.58415 -2.62007
C22 -4.34867 -2.27401 -3.23976
N2 -4.18405 -1.27089 -3.76171
H31 -3.74084 -3.87915 -5.32600
H32 -3.29181 -5.57641 -5.20392
H33 -4.97158 -5.09240 -4.95065
H34 -2.60697 -4.34961 -3.14813
H35 -3.79772 -5.58709 -2.78203
H36 -4.32302 -3.49638 -1.55724
H37 -5.60229 -3.85973 -2.71944

The largest force on an atom comes out at 0.02616 hartree/bohr. As for the total charge: -1. As for the spin multiplicity: 1. The LUMO energy is 2.355 eV. Its gap between HOMO and LUMO is 8.22 eV.